Run i
The molecule C2H7N3. Source: OMol25; level of theory: ωB97M-V with the def2-TZVPD basis set.

Values from the calculation:
- LUMO level (Eh) = 0.0427
- Kohn-Sham gap (Ha) = 0.3663
- E_HOMO (eV) = -8.80
- structure (SMILES) = C/N=C/NN

Cartesian coordinates (Å):
1 C 2.36 0.26 0.02
2 C 0.09 0.14 -0.10
3 H 3.02 -0.13 -0.76
4 H 2.89 0.13 0.97
5 H 2.16 1.32 -0.14
6 H 0.02 1.25 -0.22
7 H -1.17 -1.39 0.21
8 H -3.02 0.17 -0.58
9 H -2.63 0.31 1.02
10 N 1.14 -0.52 0.08
11 N -1.16 -0.45 -0.15
12 N -2.26 0.40 0.07

Run ii
The molecule C2H7N3. Source: OMol25; level of theory: ωB97M-V with the def2-TZVPD basis set.

Values from the calculation:
- LUMO level (Eh) = 0.0410
- Kohn-Sham gap (Ha) = 0.2734
- E_HOMO (eV) = -6.32
- structure (SMILES) = N/C=C\NN

Cartesian coordinates (Å):
1 N 0.91 -0.35 0.20
2 N 2.31 -0.31 0.13
3 N -1.96 -0.64 -0.33
4 C 0.10 0.71 -0.11
5 C -1.23 0.47 0.19
6 H 0.16 -0.89 0.82
7 H 2.71 0.17 0.93
8 H 2.62 0.10 -0.74
9 H -1.53 -1.14 -1.10
10 H -2.77 -1.07 0.08
11 H 0.54 1.62 -0.49
12 H -1.86 1.33 0.41

Run iii
The molecule C2H7N3. Source: OMol25; level of theory: ωB97M-V with the def2-TZVPD basis set.

Values from the calculation:
- LUMO level (Eh) = 0.0257
- Kohn-Sham gap (Ha) = 0.3372
- E_HOMO (eV) = -8.48
- structure (SMILES) = [H]/N=C(\C)NN

Cartesian coordinates (Å):
1 C -0.69 1.04 -0.02
2 C -0.49 -0.50 0.20
3 H -1.69 1.43 -0.05
4 H -0.27 1.55 0.90
5 H -0.24 1.51 -0.85
6 H -2.39 -0.82 -0.27
7 H 0.59 -1.96 0.00
8 H 1.74 0.24 0.84
9 H 2.17 0.17 -0.74
10 N -1.53 -1.35 0.01
11 N 0.72 -0.89 -0.05
12 N 2.05 -0.42 0.03

Going by the energies, run i is most stable and the next is 37.9 kcal/mol up.

Run i
A cluster of 3 separate species, C5H18N2O2 in total. Source: OMol25; level of theory: ωB97M-V with the def2-TZVPD basis set.

Values from the calculation:
- LUMO level (Eh) = 0.0175
- Kohn-Sham gap (Ha) = 0.3114
- E_HOMO (eV) = -8.00
- structure (SMILES) = CNC[C@H](C)NC.O.O

Cartesian coordinates (Å):
1 C -1.31 1.39 -0.50
2 N -0.55 0.28 0.03
3 C -0.50 0.18 2.50
4 C 0.23 0.63 1.24
5 C 1.55 -0.21 1.14
6 N 2.60 0.41 0.32
7 C 2.50 0.29 -1.12
8 H -2.23 1.10 -1.00
9 H -1.66 2.19 0.17
10 H -0.75 1.91 -1.29
11 H -1.18 -0.51 0.16
12 H 0.08 0.43 3.39
13 H -0.61 -0.90 2.48
14 H -1.46 0.68 2.57
15 H 0.48 1.70 1.20
16 H 1.25 -1.11 0.63
17 H 1.98 -0.30 2.15
18 H 2.79 1.34 0.65
19 H 3.36 0.82 -1.54
20 H 1.57 0.64 -1.57
21 H 2.74 -0.73 -1.41
22 H -1.12 -2.52 1.07
23 H -2.53 -2.97 0.54
24 O -1.78 -2.38 0.38
25 H -1.58 -0.84 -2.87
26 H -1.25 0.61 -3.17
27 O -1.83 -0.11 -3.45

Run ii
A cluster of 3 separate species, C5H18N2O2 in total. Source: OMol25; level of theory: ωB97M-V with the def2-TZVPD basis set.

Values from the calculation:
- LUMO level (Eh) = 0.0186
- Kohn-Sham gap (Ha) = 0.3348
- E_HOMO (eV) = -8.61
- structure (SMILES) = CCNC[C@H](C)N.O.O

Cartesian coordinates (Å):
1 N 0.22 1.68 1.21
2 C 1.05 1.88 0.05
3 C 2.57 1.55 0.29
4 C 0.64 1.11 -1.25
5 N -0.61 0.34 -1.05
6 C -0.67 -0.81 -1.95
7 C -1.72 -1.90 -1.44
8 H -0.78 1.58 0.96
9 H 0.63 1.01 1.83
10 H 1.06 2.99 -0.05
11 H 3.22 1.99 -0.35
12 H 2.75 0.46 0.29
13 H 2.85 1.69 1.30
14 H 0.41 1.90 -2.03
15 H 1.52 0.50 -1.60
16 H -0.66 -0.13 -0.14
17 H 0.34 -1.23 -2.21
18 H -1.13 -0.40 -2.90
19 H -0.98 -2.63 -1.09
20 H -2.46 -1.45 -0.74
21 H -2.30 -2.16 -2.27
22 H -0.13 -0.58 2.88
23 H 1.08 -1.47 2.51
24 O 0.33 -0.99 2.15
25 H -3.08 -2.02 1.70
26 H -1.75 -1.26 1.66
27 O -2.39 -1.64 2.25

Going by the energies, run i is most stable and the next is 16.9 kcal/mol up.

Run i
A cluster of 2 separate species, H5PSi in total. Source: OMol25; level of theory: ωB97M-V with the def2-TZVPD basis set.

Values from the calculation:
- LUMO level (alpha / beta) (Eh) = -0.0233 / -0.0205
- Kohn-Sham gap (alpha / beta) (Ha) = 0.3043 / 0.2905
- E_HOMO (alpha / beta) (eV) = -8.91 / -8.46

Cartesian coordinates (Å):
1 Si -0.07 -0.60 -0.30
2 P -0.14 1.29 0.86
3 H -0.36 -1.77 0.51
4 H -2.08 -0.76 -1.99
5 H 1.04 -0.79 -1.23
6 H 0.98 1.85 0.25
7 H 0.63 0.78 1.90

Run ii
The molecule H5PSi. Source: OMol25; level of theory: ωB97M-V with the def2-TZVPD basis set.

Values from the calculation:
- LUMO level (Eh) = 0.0317
- Kohn-Sham gap (Ha) = 0.3940
- E_HOMO (eV) = -9.86
- structure (SMILES) = [SiH3]P

Cartesian coordinates (Å):
1 Si -0.66 0.50 0.03
2 P 1.51 -0.11 0.12
3 H -0.52 1.74 -0.76
4 H -1.32 0.28 1.44
5 H 1.12 -1.15 1.07
6 H 1.52 -1.03 -0.97
7 H -1.65 -0.23 -0.92

Going by the energies, run ii is most stable and the next is 63.5 kcal/mol up.

Run i
A cluster of 2 separate species, CH5N4O2 in total. Source: OMol25; level of theory: ωB97M-V with the def2-TZVPD basis set.

Values from the calculation:
- LUMO level (Eh) = -0.1436
- charge = +1
- Kohn-Sham gap (Ha) = 0.4392
- E_HOMO (eV) = -15.86

Cartesian coordinates (Å):
1 C -0.99 0.04 -0.51
2 N -1.10 -1.26 -0.74
3 N 0.62 0.54 -1.06
4 N 1.28 0.04 1.61
5 N 0.86 0.37 2.58
6 O -1.64 0.93 -0.10
7 O 0.47 0.67 3.61
8 H -0.28 -1.80 -0.99
9 H -2.03 -1.53 -0.79
10 H 1.23 -0.30 -1.42
11 H 0.38 1.25 -1.81
12 H 1.20 1.05 -0.37

Run ii
A cluster of 2 separate species, CH5N4O2 in total. Source: OMol25; level of theory: ωB97M-V with the def2-TZVPD basis set.

Values from the calculation:
- LUMO level (Eh) = -0.1244
- charge = +1
- Kohn-Sham gap (Ha) = 0.4412
- E_HOMO (eV) = -15.39

Cartesian coordinates (Å):
1 C -0.26 -0.40 -0.06
2 N -4.30 0.08 0.04
3 N 0.87 -0.99 0.22
4 N -0.41 0.90 -0.11
5 N -3.20 0.19 0.06
6 O -5.44 -0.01 0.01
7 O 0.64 1.72 0.26
8 H 1.69 -0.44 0.45
9 H 0.94 -2.00 0.22
10 H -1.35 1.29 -0.16
11 H -1.15 -0.98 -0.27
12 H 0.71 2.46 -0.36

Going by the energies, run i is most stable and the next is 17.8 kcal/mol up.

Run i
The ion C2H3IN with charge +1. Source: OMol25; level of theory: ωB97M-V with the def2-TZVPD basis set.

Values from the calculation:
- LUMO level (Eh) = -0.1674
- charge = +1
- Kohn-Sham gap (Ha) = 0.3426
- E_HOMO (eV) = -13.88
- structure (SMILES) = [NH3+]C#CI

Cartesian coordinates (Å):
1 C -0.66 -0.28 1.49
2 C -0.76 -0.38 2.75
3 N 0.01 0.01 0.25
4 I -1.29 -0.61 4.67
5 H -0.61 0.81 -0.09
6 H -0.22 -0.84 -0.26
7 H 0.96 -0.02 0.53

Run ii
The ion C2H3IN with charge +1. Source: OMol25; level of theory: ωB97M-V with the def2-TZVPD basis set.

Values from the calculation:
- LUMO level (Eh) = -0.2084
- charge = +1
- Kohn-Sham gap (Ha) = 0.3409
- E_HOMO (eV) = -14.95
- structure (SMILES) = C=[N+]=CI

Cartesian coordinates (Å):
1 C 1.15 0.65 0.00
2 C -0.90 -0.74 0.00
3 N 0.14 -0.06 0.00
4 I -2.81 0.07 0.00
5 H 1.62 0.96 -0.93
6 H 1.62 0.95 0.93
7 H -0.83 -1.83 0.00

Going by the energies, run ii is most stable and the next is 44.2 kcal/mol up.

Run i
A cluster of 2 separate species, C2H8OS in total. Source: OMol25; level of theory: ωB97M-V with the def2-TZVPD basis set.

Values from the calculation:
- LUMO level (Eh) = 0.0286
- Kohn-Sham gap (Ha) = 0.3480
- E_HOMO (eV) = -8.69
- structure (SMILES) = CSC.O

Cartesian coordinates (Å):
1 C -1.43 1.70 0.12
2 S -1.83 0.16 -0.79
3 C -0.28 -0.74 -0.59
4 H -1.44 1.59 1.19
5 H -2.14 2.40 -0.32
6 H -0.44 1.98 -0.21
7 H 0.51 -0.01 -0.54
8 H -0.27 -1.32 0.32
9 H -0.14 -1.39 -1.43
10 H 1.90 -1.99 0.58
11 H 2.78 -0.75 1.01
12 O 2.77 -1.62 0.66

Run ii
A cluster of 2 separate species, C2H8OS in total. Source: OMol25; level of theory: ωB97M-V with the def2-TZVPD basis set.

Values from the calculation:
- LUMO level (Eh) = 0.0298
- Kohn-Sham gap (Ha) = 0.3522
- E_HOMO (eV) = -8.77
- structure (SMILES) = CSC.O

Cartesian coordinates (Å):
1 C 0.74 1.42 0.35
2 S -0.36 0.16 0.96
3 C 0.56 -1.33 0.72
4 H -0.02 2.28 0.14
5 H 1.37 1.25 -0.47
6 H 1.24 1.85 1.29
7 H 1.56 -1.31 1.34
8 H 0.20 -2.31 1.06
9 H 0.67 -1.57 -0.38
10 H -1.14 -0.34 -1.65
11 H -0.17 0.34 -2.60
12 O -0.73 -0.41 -2.57

Going by the energies, run i is most stable and the next is 11.2 kcal/mol up.

Run i
The molecule C2H3F2NO. Source: OMol25; level of theory: ωB97M-V with the def2-TZVPD basis set.

Values from the calculation:
- LUMO level (Eh) = 0.0194
- Kohn-Sham gap (Ha) = 0.4124
- E_HOMO (eV) = -10.69
- structure (SMILES) = O/N=C\C(F)F

Cartesian coordinates (Å):
1 C -0.12 0.81 -0.26
2 C -0.35 -0.38 0.51
3 H 1.54 -0.18 -2.45
4 H -0.68 1.73 0.02
5 H -0.01 -1.29 -0.05
6 N 0.64 0.96 -1.32
7 O 1.35 -0.22 -1.49
8 F -1.74 -0.46 0.75
9 F 0.27 -0.40 1.72

Run ii
A cluster of 2 separate species, C2H3F2NO in total. Source: OMol25; level of theory: ωB97M-V with the def2-TZVPD basis set.

Values from the calculation:
- LUMO level (alpha / beta) (Eh) = 0.0112 / -0.0012
- Kohn-Sham gap (alpha / beta) (Ha) = 0.3557 / 0.3043
- E_HOMO (alpha / beta) (eV) = -9.37 / -8.32

Cartesian coordinates (Å):
1 C -1.17 0.91 0.02
2 C -0.40 -0.29 0.40
3 N 1.87 -0.46 -0.08
4 O -0.61 0.57 1.33
5 F 1.98 -1.85 -0.17
6 F 1.68 -0.02 -1.39
7 H -0.55 1.68 -0.40
8 H -2.35 0.85 -0.14
9 H -0.46 -1.39 0.44

Going by the energies, run i is most stable and the next is 134.5 kcal/mol up.

Run i
A cluster of 2 separate species, C2H3F2NO in total. Source: OMol25; level of theory: ωB97M-V with the def2-TZVPD basis set.

Values from the calculation:
- LUMO level (alpha / beta) (Eh) = -0.0049 / 0.0094
- Kohn-Sham gap (alpha / beta) (Ha) = 0.2650 / 0.3442
- E_HOMO (alpha / beta) (eV) = -7.34 / -9.11

Cartesian coordinates (Å):
1 C 0.31 1.03 -0.25
2 C 1.21 -0.01 0.08
3 N -1.90 -0.25 -0.46
4 O 0.02 2.15 -0.37
5 F -2.28 -0.32 0.86
6 F -1.41 -1.53 -0.63
7 H 0.69 -1.06 -0.15
8 H 1.19 -0.13 1.17
9 H 2.18 0.12 -0.24

Run ii
A cluster of 2 separate species, C2H3F2NO in total. Source: OMol25; level of theory: ωB97M-V with the def2-TZVPD basis set.

Values from the calculation:
- LUMO level (Eh) = 0.0120
- Kohn-Sham gap (Ha) = 0.3425
- E_HOMO (eV) = -8.99

Cartesian coordinates (Å):
1 C -1.54 0.48 0.50
2 C 0.59 0.23 0.00
3 N 0.87 -0.76 -0.88
4 O -2.35 0.08 -0.28
5 F 0.98 1.48 -0.47
6 F 1.16 0.10 1.27
7 H -1.42 1.04 1.46
8 H 1.68 -1.31 -0.61
9 H 0.04 -1.34 -1.00

Going by the energies, run ii is most stable and the next is 95.0 kcal/mol up.